(1)
{"formula": "C17H29ClNNdO2P2", "method": "ωB97M-V/def2-TZVPD", "elements": ["C", "H", "H", "C", "H", "O", "O", "H", "H", "C", "H", "C", "C", "N", "C", "C", "P", "H", "C", "C", "C", "H", "C", "H", "H", "P", "C", "H", "H", "H", "H", "H", "C", "Cl", "H", "H", "C", "H", "H", "H", "C", "H", "H", "H", "H", "C", "Nd", "H", "H", "H", "H", "C", "H"], "coordinates": [[4.845, -0.365, -0.008], [-0.487, 0.829, -4.520], [-0.671, -2.579, 3.153], [1.897, 0.077, -2.338], [0.957, -2.800, 2.462], [-1.505, -2.298, -1.813], [0.830, -2.340, -3.302], [-0.200, 3.330, -2.186], [2.544, 0.554, -3.105], [0.378, -2.238, 3.211], [-6.338, 0.646, 0.371], [-4.643, -0.654, 0.646], [2.170, 0.013, 2.677], [2.139, 0.184, 0.167], [2.707, 0.015, -1.056], [2.844, -0.076, 1.292], [0.383, -0.502, 2.691], [4.520, -0.311, -2.151], [-3.243, -0.759, 0.640], [-0.866, 0.603, -3.510], [4.076, -0.240, -1.155], [1.263, -3.169, -3.038], [-3.064, 1.600, 0.061], [-5.230, -1.540, 0.902], [-1.764, 1.212, -3.312], [0.300, 0.976, -2.163], [-0.380, 0.421, 4.100], [-2.510, 2.515, -0.140], [2.718, -0.666, 3.366], [0.783, -2.406, 4.227], [-1.167, -0.449, -3.436], [-0.399, -1.167, -0.037], [0.707, 2.751, -2.422], [0.399, 3.559, 1.547], [-1.457, 0.194, 4.062], [-0.042, -2.353, -2.806], [-2.495, 0.356, 0.326], [0.037, 0.114, 5.076], [1.592, -0.969, -2.660], [1.486, 3.057, -1.713], [4.219, -0.301, 1.237], [1.025, 2.944, -3.462], [-1.005, -1.866, -1.006], [-4.937, 2.660, -0.131], [-2.420, -2.013, -1.696], [-4.481, 1.707, 0.067], [-0.138, 1.196, 0.581], [-0.267, 1.504, 3.948], [4.782, -0.366, 2.172], [-2.807, -1.722, 0.898], [2.237, 1.067, 3.008], [-5.249, 0.568, 0.353], [5.929, -0.502, -0.075]], "atomic_forces_ev_per_a": [[0.054, 0.084, 0.178], [-0.041, -0.085, 0.384], [0.489, 0.036, 0.084], [0.017, 0.348, -0.108], [-0.218, 0.078, 0.295], [0.388, 0.154, 0.505], [-0.766, -1.026, 0.406], [0.305, -0.043, -0.204], [-0.418, -0.422, 0.166], [-0.122, -0.280, -0.131], [0.291, 0.011, -0.024], [0.549, -0.199, 0.048], [0.331, -0.299, -0.189], [0.255, -0.642, -0.108], [0.069, 0.148, 0.536], [0.429, 0.453, -0.086], [-0.189, 0.334, 0.523], [-0.089, -0.040, 0.384], [-1.703, 0.125, -0.049], [-0.027, -0.150, -0.222], [0.076, -0.046, -0.177], [-0.265, 0.356, -0.177], [-2.395, -1.125, 0.220], [-0.064, 0.351, -0.107], [0.332, -0.158, -0.063], [0.141, 0.204, -0.092], [0.294, -0.400, 0.249], [0.386, 0.143, 0.007], [-0.086, 0.731, -0.260], [-0.171, 0.153, -0.483], [0.108, 0.253, -0.053], [0.737, 0.396, 0.207], [-0.038, -0.090, -0.400], [0.186, 0.452, 0.254], [0.324, 0.028, 0.106], [0.536, -0.085, -0.509], [2.663, 1.364, 0.464], [-0.244, 0.275, -0.304], [0.548, 1.018, 0.300], [-0.060, 0.012, -0.191], [-0.091, -0.070, 0.015], [-0.064, 0.122, 0.450], [-0.457, -0.114, -0.497], [-0.363, 0.217, -0.065], [0.164, -0.004, -0.079], [0.845, -0.677, 0.071], [-2.244, -1.656, -0.882], [0.073, -0.267, 0.070], [-0.153, -0.160, -0.395], [0.244, 0.164, -0.120], [-0.028, -0.472, 0.117], [-0.094, 0.489, -0.070], [-0.444, 0.011, 0.010]], "mulliken_spin": [0.00, 0.00, 0.00, 0.00, 0.00, 0.00, 0.00, 0.00, 0.00, 0.00, 0.00, 0.00, 0.00, 0.00, 0.00, 0.00, 0.00, 0.00, 0.00, 0.00, 0.00, 0.00, 0.00, 0.00, 0.00, 0.00, 0.00, 0.00, 0.00, 0.00, 0.00, -0.01, 0.00, 0.00, 0.00, 0.00, -0.02, 0.00, 0.00, 0.00, 0.00, 0.00, -0.01, 0.00, 0.00, 0.00, 3.04, 0.00, 0.00, 0.00, 0.00, 0.00, 0.00], "de_lowest_kcal_mol": 0.0, "spin_multiplicity": 4, "fmax_ev_per_a": 3.0, "total_charge": 0, "homo_energy_ev": [-6.6157, -6.6676], "gap_ev": [6.71, 6.77], "s2": 3.75, "mol_weight_g_mol": 521.1}

***

(2)
{"formula": "C17H29LaN2O5P2", "method": "ωB97M-V/def2-TZVPD", "elements": ["C", "H", "C", "O", "C", "H", "H", "H", "H", "H", "H", "C", "C", "C", "H", "C", "H", "C", "N", "C", "H", "La", "O", "H", "O", "C", "H", "P", "H", "H", "H", "H", "C", "H", "C", "H", "O", "H", "H", "H", "H", "C", "C", "H", "H", "H", "H", "H", "C", "H", "H", "O", "N", "P", "C", "C"], "coordinates": [[-3.882, 0.515, -0.869], [4.163, -2.232, 0.708], [1.770, 4.117, 2.112], [-1.379, -1.218, 4.186], [0.638, 2.565, 0.655], [-2.695, -2.032, 1.705], [3.451, -1.007, 1.853], [-3.464, -0.023, -1.735], [-4.955, 0.309, -0.763], [-0.699, 3.390, -0.858], [0.363, 1.370, -2.287], [-1.180, -4.644, -1.339], [1.469, 2.787, 1.762], [-3.787, 0.866, 1.909], [-1.441, -5.623, -1.706], [1.765, -2.274, -1.384], [1.224, -0.912, -4.543], [0.409, -2.860, -1.054], [-0.508, -2.117, -0.363], [0.334, 4.929, 0.315], [0.820, -4.602, -2.210], [-0.041, 0.197, 0.591], [1.875, -0.750, -3.845], [4.020, 0.841, -0.300], [-0.312, 0.688, 4.456], [0.034, 3.601, -0.042], [1.466, 6.194, 1.638], [2.385, -0.911, -0.290], [-4.871, 0.803, 1.746], [-3.568, 0.383, 2.852], [-0.136, 5.727, -0.248], [2.429, 4.282, 2.957], [-2.814, -1.818, 0.618], [1.667, 0.163, -3.490], [-1.767, -2.611, -0.169], [1.862, 1.952, 2.372], [1.219, 1.767, -2.717], [1.720, -1.733, -2.390], [3.306, 0.641, -1.892], [-3.823, -2.125, 0.276], [1.278, 2.663, -2.328], [3.237, -1.745, 1.052], [1.213, 5.161, 1.378], [-3.724, 1.587, -1.076], [-3.096, -4.246, -0.388], [4.573, -0.527, -1.331], [2.532, -3.079, -1.390], [2.540, -2.490, 1.478], [3.709, 0.079, -1.034], [-3.465, 1.914, 2.019], [-0.552, 0.936, -1.500], [0.104, -0.581, 2.692], [-0.550, -0.363, 3.876], [-2.848, 0.081, 0.539], [0.091, -4.111, -1.572], [-2.108, -3.875, -0.631]], "atomic_forces_ev_per_a": [[0.153, 0.036, -0.931], [-0.263, 0.096, 0.234], [-0.040, -0.854, -0.002], [0.765, 0.955, 0.082], [-0.044, -1.228, 0.010], [-0.141, -0.080, -0.569], [0.047, -0.465, -0.446], [-0.282, 0.207, 0.133], [0.281, -0.050, 0.093], [0.740, 0.207, 0.609], [0.576, 0.457, 0.011], [0.379, 0.887, 0.262], [-0.238, 1.307, -0.421], [-0.336, -0.531, 0.183], [-0.068, -0.116, -0.074], [0.914, 0.410, -0.325], [0.191, 0.191, 0.202], [-0.594, 0.776, 0.251], [-0.358, -1.640, -0.868], [-0.161, -0.864, -0.087], [-0.128, -0.132, 0.283], [0.628, 2.285, 0.001], [-0.381, 1.042, -0.123], [-0.168, -0.416, -0.076], [-0.267, -1.296, -0.311], [0.089, 1.198, 0.100], [-0.098, -0.344, -0.028], [0.468, -0.332, -0.323], [0.266, 0.137, 0.028], [0.128, -0.179, 0.336], [0.161, 0.262, 0.199], [-0.029, 0.353, -0.036], [-0.932, 0.479, 0.506], [0.225, -0.662, -0.546], [0.910, 0.361, -0.205], [-0.096, 0.397, -0.268], [-0.289, 0.202, 0.098], [0.026, -1.032, 0.885], [0.190, -0.283, 0.251], [0.546, -0.256, 0.418], [0.056, -0.732, -0.243], [0.066, -0.389, 0.862], [0.051, 0.547, -0.068], [-0.125, -0.407, 0.127], [0.055, -0.103, -0.209], [-0.137, 0.163, 0.014], [-0.514, 0.376, -0.365], [0.434, 0.202, -0.084], [0.085, 0.158, -0.763], [-0.119, -0.355, -0.324], [-0.693, -0.414, -0.238], [-0.802, -0.182, 3.108], [0.070, -0.097, -1.171], [-0.723, 0.042, -0.219], [-0.560, -0.126, -0.020], [0.088, -0.170, 0.058]], "lowdin_charge": [-0.30, 0.05, -0.11, 0.02, -0.39, 0.10, 0.06, 0.04, 0.05, 0.08, -0.11, -0.03, -0.18, -0.25, 0.11, -0.29, 0.06, -0.30, -0.02, -0.11, 0.12, 1.48, -0.10, 0.06, 0.05, -0.20, 0.10, 0.75, 0.05, 0.03, 0.09, 0.09, -0.27, 0.02, -0.30, 0.08, -0.22, 0.07, 0.03, 0.09, 0.03, -0.29, -0.12, 0.05, 0.11, 0.05, 0.10, 0.05, -0.25, 0.06, -0.09, -0.38, -0.52, 0.74, -0.02, -0.03], "de_lowest_kcal_mol": 0.0, "fmax_ev_per_a": 3.2, "total_charge": 0, "homo_energy_ev": -7.1427, "gap_ev": 6.93, "mol_weight_g_mol": 542.3}

***

(3)
{"formula": "C17H29LuN2S", "method": "ωB97M-V/def2-TZVPD", "elements": ["C", "Lu", "H", "C", "H", "H", "H", "C", "C", "H", "C", "H", "H", "C", "N", "S", "H", "C", "H", "N", "H", "C", "C", "C", "C", "H", "H", "H", "H", "H", "C", "H", "H", "H", "H", "H", "H", "H", "C", "H", "C", "C", "H", "H", "H", "C", "H", "C", "H", "H"], "coordinates": [[-0.355, 0.573, 4.741], [0.265, 0.255, -0.012], [0.565, -2.349, 3.567], [-0.831, 0.086, -3.307], [1.424, 4.982, -1.640], [1.968, -1.559, 4.305], [-3.533, -1.471, -1.471], [-0.447, 1.775, 4.126], [-0.526, -0.668, -2.060], [1.610, 1.469, -1.520], [1.558, 2.312, -0.783], [1.887, -1.978, -3.397], [-1.789, 0.613, -3.208], [1.440, -3.098, 0.052], [0.361, -0.269, 3.906], [2.090, -0.100, 1.807], [-1.865, -3.518, 0.778], [-1.486, -0.998, -1.049], [-3.146, 0.257, -1.629], [0.211, 1.655, 2.918], [2.830, -1.613, -1.936], [-1.521, -2.510, 1.045], [0.510, -2.085, -0.530], [0.776, 0.404, 2.806], [-2.935, -0.648, -1.045], [-0.927, -0.605, -4.160], [2.190, -0.293, -2.943], [1.600, 1.941, 0.281], [-3.298, -0.483, -0.021], [-0.848, -2.601, 1.902], [0.723, -1.311, -1.722], [0.473, -1.806, 5.270], [-0.006, 3.632, -0.071], [1.157, -4.119, -0.264], [0.421, 2.443, 2.308], [2.518, 2.847, -0.870], [1.406, -3.082, 1.151], [-0.059, 0.826, -3.569], [-0.840, -1.858, -0.096], [2.481, -2.930, -0.255], [1.970, -1.292, -2.538], [0.619, 4.341, -2.012], [-0.517, 2.605, -1.400], [-2.401, -1.925, 1.327], [-0.895, 2.707, 4.429], [0.876, -1.578, 4.280], [-0.692, 0.246, 5.708], [0.337, 3.203, -1.026], [0.922, 3.957, -2.990], [-0.265, 4.969, -2.150]], "atomic_forces_ev_per_a": [[0.143, 0.019, -0.340], [0.322, 1.063, 0.873], [-0.033, 0.250, 0.151], [-0.055, 0.424, -0.458], [-0.079, -0.138, 0.023], [-0.161, 0.074, 0.089], [0.214, 0.294, 0.134], [-0.179, -0.051, -0.053], [0.025, -0.780, 0.357], [0.204, 0.296, 0.243], [0.379, -0.027, 0.402], [0.028, 0.221, 0.290], [0.274, -0.073, -0.150], [0.307, -0.200, 0.367], [0.295, 0.648, -0.410], [-0.383, -0.114, -0.177], [0.089, 0.189, 0.071], [0.678, -0.731, -0.407], [-0.008, -0.263, 0.154], [0.341, -0.320, -0.309], [-0.151, 0.105, -0.264], [-0.210, -0.104, 0.396], [-0.648, -0.026, -0.560], [-0.054, 0.506, 1.128], [-0.456, 0.235, 0.102], [0.071, 0.225, 0.274], [-0.033, -0.299, 0.027], [0.428, 0.415, -0.736], [-0.066, -0.021, -0.257], [-0.183, -0.091, 0.018], [-0.992, -0.434, 0.048], [0.171, -0.097, -0.231], [0.141, 0.022, -0.183], [0.055, 0.459, 0.024], [0.141, -0.291, 0.417], [-0.434, -0.197, -0.089], [0.071, -0.051, -0.288], [-0.183, -0.223, 0.001], [0.279, -0.105, -1.170], [-0.311, -0.074, 0.124], [0.472, 0.034, -0.282], [-0.128, 0.037, -0.135], [0.058, 0.046, -0.041], [0.065, -0.225, 0.194], [-0.098, -0.140, 0.028], [-0.037, -0.500, 0.297], [-0.127, 0.006, 0.003], [-0.317, 0.158, 0.183], [-0.051, 0.005, 0.117], [0.127, -0.154, 0.006]], "nbo_charge": [-0.02, 1.85, 0.23, -0.64, 0.23, 0.25, 0.27, -0.05, -0.21, 0.22, -0.66, 0.26, 0.23, -0.64, -0.30, -0.16, 0.27, -0.17, 0.23, -0.51, 0.24, -0.63, -0.14, 0.17, -0.64, 0.27, 0.22, 0.18, 0.22, 0.21, -0.11, 0.25, 0.21, 0.26, 0.44, 0.31, 0.22, 0.22, -0.19, 0.24, -0.66, -0.60, 0.21, 0.23, 0.27, -0.42, 0.27, -0.41, 0.23, 0.25], "de_lowest_kcal_mol": 0.0, "fmax_ev_per_a": 1.4, "total_charge": 2, "homo_energy_ev": -14.8982, "gap_ev": 7.85, "mol_weight_g_mol": 468.5}

***

(4)
{"formula": "C17H29N2O6", "method": "ωB97M-V/def2-TZVPD", "elements": ["O", "O", "C", "H", "O", "C", "H", "H", "H", "C", "H", "N", "H", "N", "C", "H", "H", "C", "C", "H", "C", "H", "O", "H", "H", "H", "C", "C", "H", "O", "H", "H", "C", "C", "H", "H", "H", "C", "H", "O", "H", "C", "C", "H", "H", "H", "H", "H", "C", "H", "C", "H", "H", "C"], "coordinates": [[1.221, 4.757, 0.794], [-0.433, 3.768, -0.334], [-1.059, -0.257, -0.438], [1.376, 0.501, -1.974], [-0.646, -6.612, -0.588], [2.178, 0.218, 0.669], [0.993, -4.354, 0.941], [0.213, -6.440, 2.587], [0.627, -0.617, -4.069], [1.058, -0.822, 0.696], [-0.203, -8.259, 0.587], [-0.334, -0.425, 0.822], [1.784, 1.174, 0.320], [-0.622, 0.938, -1.263], [0.016, 4.747, 0.211], [-2.079, -0.052, -0.152], [2.881, -0.135, -0.074], [0.110, -4.986, 0.931], [0.377, -6.371, 1.514], [-0.720, -4.483, 1.433], [1.440, 6.024, 1.455], [-1.077, -0.355, -3.512], [0.167, 0.643, 2.692], [-1.065, 2.686, 1.661], [-1.458, 1.301, -1.726], [-1.404, 6.001, 1.187], [-0.036, -0.512, -3.223], [-0.306, -5.313, -0.489], [-1.573, -7.278, 1.132], [-0.369, -4.551, -1.416], [-1.152, 6.394, -0.538], [2.651, 0.303, 1.636], [0.497, 6.993, 0.764], [-0.050, -1.776, -2.317], [0.216, 7.838, 1.389], [-2.109, -1.654, -1.656], [0.411, 1.546, -2.966], [0.366, 0.663, -2.334], [0.965, 7.386, -0.140], [1.340, -1.933, 0.651], [1.213, 5.902, 2.515], [-0.500, 0.630, 1.737], [-1.508, 1.718, 1.532], [-2.058, 1.696, 0.597], [2.484, 6.308, 1.351], [0.963, -1.895, -1.945], [-0.272, 1.730, -0.700], [-1.016, -2.387, -0.531], [-0.668, 6.084, 0.384], [1.410, -6.659, 1.313], [-0.569, -7.243, 0.705], [-2.245, 1.632, 2.326], [-0.318, -2.637, -2.908], [-1.110, -1.573, -1.237]], "atomic_forces_ev_per_a": [[-0.227, -0.194, -0.189], [0.196, -0.445, -0.310], [-0.089, -1.693, 0.792], [-0.092, 0.024, 0.671], [0.067, 0.112, -0.057], [-1.171, 0.322, -0.814], [-0.225, 0.193, -0.060], [-0.063, -0.032, -0.027], [0.051, 0.172, -0.218], [0.346, 3.561, 1.043], [-0.068, 0.017, -0.203], [-0.456, 1.864, -1.595], [0.259, 0.297, 0.362], [0.269, 0.001, -0.234], [-0.045, 0.292, 0.219], [-0.152, 0.183, 0.020], [0.316, -0.129, 0.033], [0.355, -0.471, 0.067], [0.027, 0.100, 0.134], [0.030, 0.091, -0.038], [0.135, 0.417, 0.201], [0.054, 0.105, -0.677], [2.455, -0.002, 3.254], [0.448, 0.215, 0.005], [0.029, 0.036, 0.018], [-0.071, -0.060, -0.070], [-0.773, -0.598, 1.873], [-0.141, 0.183, 0.139], [-0.006, 0.035, -0.033], [-0.030, -0.162, -0.087], [-0.217, -0.173, 0.063], [0.005, 0.086, 0.189], [-0.094, 0.080, -0.046], [-0.221, 1.261, -0.934], [0.016, -0.060, 0.054], [-0.047, -0.003, -0.341], [-0.025, 0.372, 0.238], [0.643, 0.001, -1.950], [0.012, 0.003, 0.029], [0.714, -4.929, -0.476], [-0.028, -0.078, -0.031], [-1.582, 0.145, -1.890], [-1.210, -0.316, -0.072], [-0.036, 0.255, 0.069], [0.036, -0.235, -0.054], [-0.018, -0.362, 0.347], [-0.227, 0.030, 0.140], [-0.090, -0.041, 0.269], [0.401, 0.232, -0.145], [-0.020, -0.017, 0.004], [0.044, -0.185, 0.238], [-0.093, -0.147, 0.131], [0.065, -0.342, 0.041], [0.546, -0.006, -0.089]], "nbo_charge": [-0.47, -0.66, 0.12, 0.23, -0.48, -0.72, 0.26, 0.23, 0.25, 0.73, 0.21, -0.53, 0.19, -0.56, 0.83, 0.23, 0.24, -0.54, -0.43, 0.23, -0.07, 0.19, -0.53, 0.26, 0.44, 0.25, -0.41, 0.81, 0.18, -0.61, 0.25, 0.28, -0.43, -0.40, 0.24, 0.22, 0.23, -0.24, 0.22, -0.49, 0.19, 0.69, -0.73, 0.19, 0.21, 0.21, 0.49, 0.28, -0.53, 0.21, -0.07, 0.27, 0.26, -0.44], "de_lowest_kcal_mol": 0.0, "fmax_ev_per_a": 5.0, "total_charge": 1, "homo_energy_ev": -12.3141, "gap_ev": 9.75, "mol_weight_g_mol": 357.4}